The following is a DFT calculation (wB97M-V/def2-TZVPD) of an isolated molecule of C10H18Si2.

Structure (ORCA input):
```
! RIJCOSX wB97M-V def2-TZVPD def2/J DEFGRID3
* xyz 0 1
Si -1.656 1.873 -1.164
H 1.746 1.009 2.800
C 1.376 -2.428 0.810
C 0.670 -2.850 -0.310
C -0.768 2.538 0.370
H 1.710 -4.305 2.086
H -1.290 3.246 0.871
H -0.750 1.643 1.047
C 1.355 -1.126 1.232
H -0.364 -2.669 -2.067
H 3.684 0.236 1.938
H 2.720 -4.056 0.704
C -0.087 -2.160 -1.214
C -0.976 0.181 -1.376
H 0.782 -0.394 0.804
H -1.286 2.573 -3.603
H 0.177 2.987 -2.746
H 0.334 2.920 0.202
H -3.925 1.038 -1.656
C -0.272 -0.784 -1.183
H -3.804 1.318 0.129
C -0.943 2.952 -2.641
H 2.909 -3.043 2.217
H -1.229 4.097 -2.658
Si 2.347 -0.299 2.640
H -4.269 2.461 -1.213
H 2.473 -1.231 3.766
C -3.524 1.664 -0.926
H 0.653 -3.884 -0.368
C 2.208 -3.506 1.511
*
```

The value obtained for the relative energy (zero: lowest compared OMol25 entry of this formula, charge and spin) is 335.2 kJ/mol. As for the SMILES: CC(/C=C\C#C[Si](C)(C)C)=C\[SiH3]. Its frontier orbital gap is 0.2962 Eh.

---

The following is a DFT calculation (wB97M-V/def2-TZVPD) of a structure of composition C10H19AlBr3FO9.

Structure (ORCA input):
```
! RIJCOSX wB97M-V def2-TZVPD def2/J DEFGRID3
* xyz 2 1
H 20.015 -5.065 -25.028
H 21.169 -1.364 -28.712
H 22.649 0.371 -25.848
Br 22.978 -6.621 -23.842
H 23.159 -0.465 -27.416
H 22.430 -2.108 -22.166
H 18.560 -3.915 -15.525
H 18.849 -5.358 -20.049
C 20.130 -5.700 -25.907
H 19.106 -5.872 -26.239
O 19.669 -3.026 -26.795
C 22.863 -1.891 -24.762
C 17.440 -3.988 -18.113
O 17.156 -3.368 -16.975
H 21.557 -2.455 -30.039
O 21.377 -3.368 -28.197
F 19.997 -3.403 -22.864
O 23.779 -1.309 -25.569
H 17.827 -2.466 -15.067
O 21.665 -1.656 -24.746
H 18.870 -3.648 -20.364
O 20.823 -4.960 -26.914
O 16.607 -4.498 -18.841
H 22.461 -3.777 -22.509
C 20.993 -2.363 -29.110
Al 18.473 -1.507 -24.370
C 21.756 -6.489 -22.244
Br 22.644 -6.099 -20.477
H 20.572 -6.658 -25.631
H 18.988 -2.495 -16.373
C 23.056 -2.871 -22.628
H 23.877 -3.029 -21.928
O 23.682 -2.469 -23.836
O 18.790 -3.984 -18.379
H 24.278 0.463 -26.470
H 20.266 -4.353 -19.613
C 19.178 -4.402 -19.640
Br 20.680 -8.112 -22.197
H 19.925 -2.358 -29.328
C 18.124 -3.016 -15.960
H 21.048 -5.679 -22.424
C 20.583 -3.722 -27.215
C 23.409 -0.190 -26.391
*
```

The value obtained for the relative energy (zero: lowest compared OMol25 entry of this formula, charge and spin) is 313.8 kJ/mol. Its frontier orbital gap is 0.0843 Eh.

---

The following is a DFT calculation (wB97M-V/def2-TZVPD) of a structure of composition C10H19AsN3O3PdS.

Structure (ORCA input):
```
! RIJCOSX wB97M-V def2-TZVPD def2/J DEFGRID3
* xyz 1 1
H 3.921 -1.026 1.900
C -0.964 -2.281 -2.718
H 1.248 4.875 -1.287
O -2.159 1.488 2.708
N 0.507 2.351 0.605
H 3.246 -0.347 0.419
As -1.900 -1.560 -1.174
S -1.777 -1.562 1.014
Pd -0.103 0.118 1.209
C -1.194 0.920 2.694
C 1.095 4.230 -0.439
C 1.197 -2.045 0.014
H 0.425 2.497 -1.432
C 2.284 -2.137 1.081
H -3.478 -3.515 -1.203
H 2.557 1.042 2.091
H -4.050 -2.262 -2.325
H -3.145 0.600 -0.979
N 0.629 2.975 -0.573
H -0.019 -1.768 -2.853
O 0.871 -0.865 -0.471
H -4.290 -2.077 -0.569
H 1.790 -2.526 1.977
C 1.285 4.443 0.905
H -2.529 0.421 -2.642
H -1.627 -2.122 -3.569
H 1.646 5.335 1.385
H 2.050 -0.166 3.079
H -0.789 -3.339 -2.550
H -1.435 0.905 -1.313
C 2.991 -0.824 1.364
H 3.001 -2.892 0.764
H 0.896 2.994 2.561
C -3.618 -2.443 -1.342
C -2.294 0.299 -1.586
N 2.141 0.119 2.111
O 0.686 -3.093 -0.363
C 0.904 3.238 1.510
*
```

The value obtained for the relative energy (zero: lowest compared OMol25 entry of this formula, charge and spin) is 110.3 kJ/mol. Its frontier orbital gap is 0.2443 Eh.

---

The following is a DFT calculation (wB97M-V/def2-TZVPD) of a structure of composition C10H19BBrF3O4Si2.

Structure (ORCA input):
```
! RIJCOSX wB97M-V def2-TZVPD def2/J DEFGRID3
* xyz 0 1
H -3.324 -1.514 0.663
O 2.756 4.204 -0.097
H 1.214 0.276 -0.885
Si 1.740 0.265 0.488
C 2.966 -2.208 0.757
H -5.383 -0.258 -0.288
H 0.968 -2.763 -2.444
H -0.068 -1.955 -3.609
C -0.066 -2.526 -2.686
H 2.208 -4.293 0.480
C 2.529 -3.319 0.750
F -0.103 3.546 0.575
B -0.612 -2.243 -0.389
H 2.478 2.573 -1.230
O 0.643 -0.224 1.633
H -1.269 -1.743 2.309
Br -2.145 1.469 2.460
C 2.054 2.991 -0.321
H -4.408 1.217 -0.161
F 0.484 4.485 -1.281
H -0.634 -3.438 -2.841
H 1.572 2.379 1.697
C 3.281 -0.792 0.691
H -1.985 0.932 -0.044
H -3.897 -0.070 -1.268
C -3.481 -0.439 0.802
H -4.018 -0.341 1.740
C -4.373 0.140 -0.312
O -0.635 -1.715 -1.645
H 3.736 -0.492 1.641
H -1.255 -3.953 0.255
F -0.062 2.397 -1.294
H 4.042 -0.588 -0.062
C 2.234 2.065 0.892
O -0.488 -3.612 -0.215
H 3.286 2.116 1.158
Si -0.790 -0.956 1.146
C 0.574 3.340 -0.564
H 2.535 4.507 0.789
C -2.149 0.333 0.845
*
```

Its frontier orbital gap is 0.3579 Eh.

---

The following is a DFT calculation (wB97M-V/def2-TZVPD) of an isolated molecule of C10H19BO2.

Structure (ORCA input):
```
! RIJCOSX wB97M-V def2-TZVPD def2/J DEFGRID3
* xyz 0 1
C -0.438 2.505 -0.245
H 1.542 -1.863 1.941
B -0.142 0.372 -1.778
H -0.862 2.854 0.693
C 0.461 -1.756 2.012
O -1.445 -1.576 0.503
H -0.838 -1.652 -2.018
H -0.919 1.869 -3.228
H -0.682 -1.002 3.715
C 0.710 -1.805 -0.556
H 0.109 0.665 -3.994
C 0.138 -1.188 -1.841
H -1.553 -2.526 0.621
H 1.157 0.466 0.748
C 0.079 -0.653 3.017
H -0.943 3.022 -1.057
C -0.039 1.244 -3.085
H -1.536 0.516 2.156
C -0.069 -1.267 0.657
H -1.668 0.757 -0.308
H 0.035 -2.725 2.279
C -0.597 0.988 -0.389
H 0.769 -1.487 -2.684
C 0.084 0.255 0.771
H 0.615 2.779 -0.266
H 0.604 -2.907 -0.590
H 0.951 -0.355 3.599
H 0.802 1.933 -2.999
C -0.446 0.525 2.180
O 2.077 -1.489 -0.383
H 2.514 -1.573 -1.237
H -0.112 1.483 2.575
*
```

The value obtained for the relative energy (zero: lowest compared OMol25 entry of this formula, charge and spin) is 0.0 kJ/mol. As for the SMILES: CB1C[C@@H](O)[C@@]2(O)CCC[C@@H]2[C@H]1C. Its frontier orbital gap is 0.3754 Eh.

---

The following is a DFT calculation (wB97M-V/def2-TZVPD) of a structure of composition C10H19BaNO14.

Structure (ORCA input):
```
! RIJCOSX wB97M-V def2-TZVPD def2/J DEFGRID3
* xyz -2 1
O 2.705 -13.305 15.551
O 0.914 -22.508 15.578
O 0.844 -20.354 16.125
O -8.616 -17.269 14.866
O -6.412 -17.537 15.136
H -8.295 -18.082 15.265
H 0.754 -17.889 7.262
H 4.163 -20.017 7.911
C 3.217 -17.702 8.677
C 0.441 -16.883 7.543
O 3.636 -14.073 17.330
O -2.189 -11.197 10.146
C 2.522 -16.431 8.591
O -3.255 -9.623 9.221
H -1.592 -16.107 7.858
C -7.314 -16.788 14.697
C 0.841 -21.234 15.300
C -1.088 -17.057 7.683
H 4.286 -17.640 8.883
H 4.658 -12.711 17.365
H 2.783 -18.442 9.349
H -1.454 -17.367 6.704
H -0.052 -19.792 8.362
H -1.210 -19.585 7.099
O -1.371 -18.091 8.689
H 2.852 -15.934 7.679
H -1.766 -9.747 7.637
O 4.375 -12.218 16.592
C 3.527 -13.215 16.497
N 1.106 -16.424 8.829
O 0.690 -20.891 14.092
H 0.897 -15.465 9.067
H 3.328 -20.024 6.293
C -2.224 -10.265 9.242
O -1.333 -10.292 8.298
H 2.451 -20.141 7.866
H -1.717 -20.168 8.726
C 3.295 -19.702 7.334
H 2.994 -15.761 9.310
C -1.079 -19.477 8.175
Ba -1.700 -15.965 13.251
H 0.537 -16.200 6.699
H 0.857 -22.636 14.629
O -7.030 -15.807 13.975
O 3.058 -18.319 7.404
*
```

The value obtained for the relative energy (zero: lowest compared OMol25 entry of this formula, charge and spin) is 1040.1 kJ/mol. Its frontier orbital gap is 0.1064 Eh.

---

The following is a DFT calculation (wB97M-V/def2-TZVPD) of a structure of composition C10H19BeNSi.

Structure (ORCA input):
```
! RIJCOSX wB97M-V def2-TZVPD def2/J DEFGRID3
* xyz -2 1
H 2.513 -1.366 -0.998
H 0.559 -3.241 1.476
H -3.183 -1.275 -1.021
C 0.536 -1.025 -2.019
H -0.521 2.817 0.086
H 0.387 -3.570 -0.270
H -1.988 1.703 0.094
H -3.107 -3.016 -0.636
C 1.717 -0.682 -1.266
Si -1.253 -1.824 0.621
H 0.157 1.984 2.210
C -0.179 -3.343 0.657
H -2.998 -0.753 2.008
H 0.480 2.326 -2.147
C 1.780 0.764 -1.191
C -0.099 0.182 -2.421
C -2.301 -1.605 2.087
H 0.990 -0.340 1.956
H -2.006 -2.332 -1.857
H -0.792 -4.247 0.877
C -0.507 1.255 1.732
H -1.341 1.101 2.392
Be 0.331 -0.001 -0.089
H -0.936 0.253 -3.109
C 0.652 1.280 -1.909
H 0.312 -2.009 -2.404
N 0.100 -0.110 1.484
C -0.992 1.911 0.498
H 2.635 1.333 -0.861
H -2.904 -2.514 2.283
C -2.471 -2.118 -0.864
H -1.653 -1.427 2.962
*
```

Its frontier orbital gap (spin up / spin down) is 0.0798 / 0.0797 Eh.

---

The following is a DFT calculation (wB97M-V/def2-TZVPD) of a cluster of 4 separate species, C10H19Br6N in total.

Structure (ORCA input):
```
! RIJCOSX wB97M-V def2-TZVPD def2/J DEFGRID3
* xyz 0 1
H -0.113 2.230 0.188
H -3.674 -0.732 -3.677
H 1.927 1.128 -1.914
H 2.498 -0.429 -0.183
C 1.469 -0.075 -0.237
Br 0.137 -5.516 3.369
C 1.338 -7.977 2.424
N 0.228 -1.881 -1.689
Br 2.352 10.027 2.857
C 0.970 -6.588 1.915
H 0.497 2.907 -1.341
C 0.235 1.988 -0.817
H 2.420 1.815 -0.361
H 1.845 -6.011 1.615
H 1.055 0.024 0.766
C -4.873 -2.456 -4.056
H -0.593 1.441 -1.269
H 1.629 8.107 4.310
H 0.495 -8.657 2.547
C 2.244 8.148 3.411
H -5.806 -2.892 -3.698
H 1.864 -7.983 3.378
Br -5.100 -0.946 -1.622
Br 3.134 7.152 0.778
H 0.833 7.725 1.887
C 1.762 7.271 2.233
C -4.697 -1.087 -3.557
H 1.537 6.262 2.577
H 0.351 -6.572 1.018
C 1.620 1.288 -0.880
Br -4.898 -2.481 -5.998
H -5.213 -0.291 -4.095
C 0.786 -1.059 -1.057
Br 2.575 -8.692 1.078
H -4.099 -3.062 -3.585
H 3.264 7.875 3.684
*
```

The value obtained for the relative energy (zero: lowest compared OMol25 entry of this formula, charge and spin) is 95.5 kJ/mol. As for the SMILES: BrCCBr.BrCCBr.BrCCBr.CCCC#N. Its frontier orbital gap is 0.3929 Eh.

---

Molecular weight values, unit Da, following the record order: 194.43 568.95 442.69 407.14 182.07 514.58 190.37 632.69.